Here is a 3-piece molecular cluster, C31H23BrNO4 overall from the Open Molecules 2025 dataset. Energies are from ωB97M-V/def2-TZVPD.

Geometry (Å):
C -5.51347 -2.11063 2.66623
C -6.91769 -2.69449 2.75625
Br -7.03508 -3.97624 4.25459
C -8.01783 -1.59701 2.89977
N -9.36896 -1.95826 2.95538
H -5.53327 -1.09006 3.06211
H -4.77694 -2.67932 3.23016
H -5.17303 -2.06390 1.63043
H -7.15494 -3.29989 1.88459
H -7.61258 -0.94673 3.72594
H -7.83963 -1.01913 1.96520
H -9.55602 -2.29067 3.90260
C -3.27055 2.85209 3.85609
C -2.20405 3.70673 4.11632
C -0.91627 3.34337 3.76187
C -0.68705 2.11707 3.14778
C -1.75768 1.25985 2.89094
C -3.05011 1.63019 3.24394
C -1.55104 -0.07092 2.24489
O -2.48902 -0.79355 2.00439
C -0.14872 -0.46611 1.91746
C 0.08125 -1.71349 1.34835
C 1.37048 -2.09588 1.02126
C 2.43705 -1.23780 1.26841
C 2.21258 0.00332 1.83773
C 0.91892 0.39730 2.16226
C 0.70560 1.74506 2.76863
O 1.63446 2.50806 2.94183
H -4.27654 3.13816 4.13380
H -2.38102 4.65909 4.59944
H -0.07379 3.99392 3.95393
H -3.86326 0.94687 3.03564
H -0.76561 -2.36174 1.16640
H 1.54930 -3.06112 0.56624
H 3.44196 -1.53303 0.99669
H 3.02734 0.68764 2.03566
C 4.35317 -3.06631 -5.67800
C 4.65620 -2.20528 -6.72722
C 4.64518 -0.83538 -6.52881
C 4.32519 -0.31756 -5.27948
C 4.01503 -1.18202 -4.22889
C 4.03410 -2.55662 -4.43138
C 3.65404 -0.65605 -2.88090
O 3.41040 -1.39494 -1.95226
C 3.59588 0.82492 -2.70985
C 3.20020 1.33810 -1.47976
C 3.14162 2.70796 -1.29034
C 3.48218 3.57014 -2.32762
C 3.87336 3.06415 -3.55555
C 3.92698 1.68934 -3.75375
C 4.32849 1.16496 -5.09113
O 4.64102 1.91020 -5.99463
H 4.36404 -4.13688 -5.83590
H 4.90035 -2.60647 -7.70229
H 4.88054 -0.14786 -7.32980
H 3.79185 -3.20647 -3.60146
H 2.93524 0.64980 -0.68794
H 2.82706 3.10526 -0.33364
H 3.43662 4.64079 -2.17633
H 4.13650 3.71747 -4.37631

As for the highest occupied orbital energy: -1.51 eV. The value obtained for the energy above the lowest of the compared OMol25 structures with the same formula, charge and spin is 125.63 kJ/mol. Its charge is -1. Its calculated total energy is -4124.86102 Eh. As for the gap between HOMO and LUMO: 1.5 eV.

The net atomic charges from Mulliken, expressed in e, are: -0.704, -0.088, -0.291, -0.641, -0.884, -0.087, 0.405, 0.282, 0.262, 0.268, 0.356, 0.138, -0.656, -0.402, -0.671, 0.487, 0.149, -0.538, 0.345, -0.602, 0.155, -0.613, -0.556, -0.331, -0.613, 0.315, 0.506, -0.706, 0.435, 0.387, 0.469, 0.597, 0.521, 0.439, 0.354, 0.523, -0.511, -0.470, -0.558, 0.158, 0.109, -0.484, 0.440, -0.609, 0.039, -0.528, -0.399, -0.557, -0.700, 0.487, 0.549, -0.667, 0.401, 0.393, 0.471, 0.476, 0.538, 0.541, 0.387, 0.483